No. 1
Here is a structure of composition C20H60N4O11 from OMol25. Energies are from ωB97M-V/def2-TZVPD.

Structure (XYZ):
```
95
Properties=species:S:1:pos:R:3:forces:R:3:mulliken_charge:R:1
O 0.079465 0.659317 -3.178022 2.2 0.8 -0.4 -0.28
H 0.565891 -0.070814 -3.512634 1.1 -1.0 -2.8 0.57
H 0.073013 0.130777 -2.358827 -2.6 0.1 3.5 -0.18
H -0.679308 0.997301 -3.737535 -2.0 0.0 0.2 0.52
C 0.303020 -0.476652 -0.199013 0.0 1.4 0.5 -0.05
O 0.834706 0.636041 -0.284776 1.7 1.1 1.0 0.66
O 0.450585 -1.255292 0.871195 -0.2 -0.7 -0.5 0.60
O -0.472778 -0.797926 -1.107475 -1.1 -1.8 -1.0 -0.74
H 1.144158 -0.972800 1.487484 0.1 0.2 0.1 -0.26
C 0.923017 4.920664 0.025099 -3.0 -2.3 -3.0 -2.21
C -0.413003 4.145427 0.153771 1.1 0.4 -2.2 1.19
C -1.598097 5.089446 0.297225 2.2 -0.9 5.0 -0.66
O -1.293693 5.610834 1.641578 -0.6 1.5 0.2 -0.33
C -2.406652 6.401627 2.171545 3.5 -4.4 1.0 -0.97
N -0.581865 3.319859 -1.067194 -1.2 -4.0 0.7 -0.66
H 0.896530 5.335278 -0.946421 -0.1 1.0 -1.1 0.44
H 1.816442 4.426635 0.028014 2.1 -2.4 0.2 0.51
H 1.023165 5.613639 0.706513 0.1 3.9 3.6 0.60
H -0.327317 3.458007 0.974132 -0.6 0.2 1.0 0.05
H -2.432452 4.530550 0.537197 -2.2 -1.8 -0.3 0.13
H -1.943410 5.927229 -0.188570 0.3 1.7 -2.7 0.65
H -2.071560 6.715571 3.117720 0.0 0.2 1.4 0.26
H -3.195370 5.725410 2.175853 -2.0 -0.9 0.6 0.37
H -2.609656 7.193627 1.631519 -1.0 4.1 -3.1 0.39
H -1.546654 2.745635 -0.966210 2.3 2.0 -0.3 0.12
H 0.049003 2.460735 -0.843112 -0.9 1.9 -1.0 0.07
C 0.921959 -1.220249 4.789587 2.4 5.9 -2.0 -1.00
C 1.544514 -2.517143 4.275183 -0.7 -0.5 1.9 0.85
C 2.921827 -2.527528 3.728126 2.3 0.8 -1.5 -1.02
O 2.803138 -1.635213 2.614361 0.8 1.0 -0.2 0.16
C 4.042969 -1.287997 2.004036 0.6 -2.0 0.0 -0.80
N 1.394846 -3.436303 5.371713 3.8 -2.5 1.8 -0.86
H 1.635580 -0.481444 5.433525 -0.7 -2.3 -1.2 0.23
H 0.076172 -1.175550 5.477249 -0.3 -1.0 -0.7 0.38
H 0.820647 -0.353726 3.868627 -0.5 -2.7 2.3 -0.02
H 0.950613 -3.112360 3.669460 -1.5 0.7 -3.2 0.17
H 3.417889 -3.461435 3.168010 -1.5 1.0 2.0 0.31
H 3.648739 -2.141290 4.517042 -0.6 -0.4 -0.9 0.27
H 4.672744 -2.237479 1.876272 -0.9 0.7 -0.4 0.32
H 4.723780 -0.757434 2.689405 -0.6 0.8 -0.4 0.29
H 3.799666 -0.857199 1.006387 0.6 0.1 1.0 0.08
H 1.904537 -4.326203 5.078288 -0.6 1.3 0.8 0.32
H 0.477652 -3.709045 5.266327 -2.6 -0.9 0.6 0.35
C -3.336735 -0.645117 -4.269140 2.7 -0.4 1.6 -1.46
C -3.505972 0.703058 -3.720816 -1.7 3.6 -0.4 0.27
C -3.644377 0.857349 -2.186142 0.5 0.6 -1.0 -0.10
O -3.948521 2.208625 -1.970702 0.6 -0.1 -3.0 -0.36
C -4.488902 2.489968 -0.759519 -2.0 6.4 -3.2 -0.96
N -2.329647 1.516779 -4.100307 1.4 0.1 0.7 -0.61
H -3.011581 -0.694767 -5.288782 0.5 0.3 -0.5 0.42
H -4.185302 -1.209741 -4.227496 -2.5 -1.5 0.4 0.48
H -2.592130 -1.108607 -3.558811 -0.4 -0.1 -1.1 0.11
H -4.365180 1.323959 -4.281099 1.0 -1.7 1.7 0.32
H -2.722568 0.566557 -1.636126 -0.3 -0.1 -0.4 -0.27
H -4.481834 0.368168 -1.789789 -1.1 -1.7 0.4 0.72
H -3.737608 2.316600 -0.143027 2.9 -0.1 4.2 0.41
H -5.363806 2.009298 -0.515380 -2.2 -1.4 0.4 0.42
H -4.807190 3.769784 -0.992777 1.0 -3.8 1.7 0.16
H -2.461026 2.497771 -3.912583 0.0 0.5 2.1 0.16
H -2.512796 1.725235 -5.025629 0.3 -0.7 -3.3 0.20
C 1.074802 -4.903487 -3.476655 2.4 0.0 4.8 -1.45
C 0.269941 -4.241353 -2.280920 3.1 2.0 0.5 0.20
C 1.184563 -3.880716 -1.043381 -4.3 -8.6 -0.1 -2.10
O 1.940693 -5.058552 -0.642412 0.9 0.6 -0.3 -0.43
C 2.853764 -4.788374 0.391693 -1.1 -0.6 3.1 -0.61
N -0.517229 -3.027746 -2.688363 4.6 1.0 1.6 -0.59
H 2.031540 -4.429185 -3.814258 -1.0 0.2 0.6 0.26
H 0.512845 -5.104409 -4.263573 -2.9 -0.3 -3.7 0.53
H 1.369314 -5.911956 -3.142726 0.1 0.3 0.1 0.33
H -0.347362 -4.827358 -1.656705 -1.3 -1.9 -0.7 0.44
H 0.643980 -3.654706 -0.168863 -2.0 0.0 1.0 0.52
H 1.672678 -3.109519 -1.065265 6.5 8.2 -1.5 1.52
H 3.606344 -5.556309 0.595858 -1.3 -1.7 0.0 0.47
H 2.327471 -4.504758 1.469076 1.2 -0.5 -2.7 0.07
H 3.692389 -4.176458 0.222944 0.2 2.8 -1.0 0.29
H -1.315768 -3.504330 -2.843626 -4.1 -0.5 -0.6 0.30
H -0.493550 -2.348642 -1.865520 -1.0 -1.3 -1.6 0.35
C 1.980291 1.899310 2.911937 -0.3 -3.8 -4.5 -0.44
O 0.702648 1.524740 2.268081 -1.0 1.0 1.5 -0.66
H 2.523815 1.005165 2.412099 1.0 2.2 0.5 0.06
H 2.034313 1.478394 3.881428 -0.6 0.9 1.5 0.26
H 2.286914 2.910597 2.610722 0.1 -0.5 0.7 0.28
H 0.743259 1.208169 1.342344 0.9 0.6 0.5 0.19
C -2.888420 -1.473739 1.245925 0.4 0.6 2.9 -0.17
O -2.137824 -2.523177 0.844410 3.1 -1.5 -2.2 -0.60
H -2.768177 -0.596717 0.698326 1.2 2.0 -1.0 -0.20
H -2.579438 -1.247552 2.372128 -1.7 -0.2 -2.0 0.18
H -3.868458 -1.691984 0.898008 -1.7 -0.4 1.3 0.40
H -1.325687 -2.192453 0.355606 -1.5 -0.7 1.0 0.08
C 3.557814 1.092917 -1.888320 6.3 6.0 1.4 -0.23
O 3.185689 1.738169 -0.679434 0.3 0.2 0.6 -0.51
H 4.517450 0.432097 -1.770861 -1.1 1.9 -0.6 0.23
H 3.366001 1.763611 -2.821957 1.6 -0.5 1.6 0.28
H 2.905529 0.487068 -2.054047 -7.7 -7.8 -1.9 -0.25
H 2.408590 1.285800 -0.238229 1.1 0.5 -1.2 0.28
```
Positions in Å, forces in eV/Å.

Calculated values
HOMO-LUMO gap = 9.1 eV
HOMO = -0.330 Ha
relative energy (zero: lowest compared OMol25 entry of this formula, charge and spin) = 211.2 kJ/mol
LUMO level = 0.005 Eh

***

No. 2
Here is a structure of composition C30H42MgN6OSiTe from OMol25. Energies are from ωB97M-V/def2-TZVPD.

Structure (XYZ):
```
82
Properties=species:S:1:pos:R:3:forces:R:3:mulliken_charge:R:1
Mg 0.935764 0.397909 -0.617538 0.3 -0.1 0.2 0.88
C 3.733141 1.868116 1.235762 0.0 0.0 0.0 -1.16
N 2.967879 0.951642 2.044965 0.0 0.0 0.0 0.94
C 3.822216 -0.037044 2.651104 0.0 0.0 0.0 -1.08
C 2.087176 1.618196 2.960705 0.0 0.0 0.0 -1.78
C 0.747796 2.081592 2.387144 0.0 0.0 0.0 -0.25
C 0.020586 2.911607 3.247330 0.1 0.0 0.0 -0.64
C -1.289203 3.269462 2.978800 -0.1 0.0 -0.1 -0.74
C -1.874360 2.797589 1.809180 0.0 0.0 0.1 -0.79
C -1.117423 2.025186 0.935032 0.1 0.0 0.0 -0.65
C 0.220691 1.624832 1.161697 -0.1 0.1 -0.2 1.22
H 4.499987 2.396778 1.842575 0.0 0.0 0.0 0.36
H 3.072801 2.616885 0.803920 0.0 0.0 0.0 0.24
H 4.213925 1.320526 0.423290 0.0 0.0 0.0 0.19
H 4.552852 0.410986 3.358350 0.0 0.0 0.0 0.32
H 4.356128 -0.569172 1.861853 0.0 0.0 0.0 0.21
H 3.226106 -0.771775 3.198110 0.0 0.0 0.0 0.24
H 2.586411 2.479236 3.454571 0.0 0.0 0.0 0.55
H 1.860783 0.916652 3.770842 0.0 0.0 0.0 0.46
H 0.490464 3.264203 4.164500 0.0 0.0 0.0 0.31
H -1.841270 3.901781 3.666602 0.0 0.0 0.0 0.33
H -2.903291 3.050100 1.568541 0.0 0.0 0.0 0.36
H -1.599369 1.726819 0.005274 0.0 0.0 0.0 0.57
C -1.050278 4.521053 -1.857643 -0.1 0.0 0.0 -1.10
Si 0.305101 3.272187 -2.292413 0.0 -0.1 0.0 0.08
C 0.896060 3.657445 -4.046170 0.0 0.0 -0.1 -1.28
C 1.741331 3.713943 -1.191194 0.1 0.0 0.1 -0.88
N -0.130481 1.624301 -2.091360 -0.1 -0.3 -0.1 0.28
C -1.126066 1.079053 -2.840150 -0.1 0.2 -0.1 0.80
C -1.962379 1.793741 -3.741329 0.1 0.0 0.1 -0.42
C -2.959589 1.200061 -4.498157 0.0 0.0 0.0 -1.26
C -3.205687 -0.160268 -4.405675 0.0 0.0 0.0 -0.89
C -2.428002 -0.905323 -3.521165 -0.1 0.1 0.0 -0.57
C -1.441105 -0.304268 -2.770703 0.1 0.0 0.1 0.10
O -0.684790 -1.051643 -1.859564 -0.1 -0.2 -0.1 1.48
C -0.363038 -2.336876 -2.302188 0.4 0.1 0.1 -0.68
C -1.083734 -3.425795 -1.852460 0.0 -0.1 0.0 0.27
C -0.719377 -4.708349 -2.255012 0.0 0.0 0.0 -1.01
C 0.353463 -4.881688 -3.120693 -0.1 0.0 0.0 -0.50
C 1.049787 -3.777736 -3.592620 0.0 0.2 0.3 -0.74
C 0.721418 -2.493968 -3.160484 -0.6 -0.2 -0.6 -0.18
H -0.599362 5.507903 -1.709774 0.0 0.0 0.0 0.37
H -1.525944 4.229331 -0.917594 0.0 0.0 0.0 0.22
H -1.828656 4.618177 -2.616965 0.0 0.0 0.0 0.38
H 1.248845 4.692641 -4.108758 0.0 0.0 0.0 0.32
H 0.131083 3.510939 -4.810349 0.0 0.0 0.0 0.34
H 1.736352 2.999300 -4.283646 0.0 0.0 0.0 0.28
H 1.985919 4.773318 -1.320094 0.0 0.0 0.0 0.49
H 2.627870 3.121977 -1.433490 0.0 0.0 0.0 0.28
H 1.486671 3.546323 -0.143118 0.0 0.0 0.0 0.02
H -1.805938 2.857550 -3.845848 0.0 0.0 0.0 0.13
H -3.547513 1.816487 -5.170703 0.0 0.0 0.0 0.37
H -3.974762 -0.641058 -4.997069 0.0 0.0 0.0 0.39
H -2.586518 -1.971570 -3.426875 0.0 0.0 0.0 0.40
H -1.938771 -3.278783 -1.207124 0.0 0.0 0.0 0.67
H -1.281078 -5.562884 -1.896266 0.0 0.0 0.0 0.37
H 0.640399 -5.879420 -3.432376 0.0 0.0 0.0 0.36
H 1.904613 -3.907286 -4.243757 0.0 0.0 -0.1 0.36
H 1.163061 -1.619469 -3.613553 0.3 0.0 0.3 0.37
Te 3.097931 -1.209527 -1.140751 -0.1 0.3 0.1 -1.51
C -0.060794 -1.051447 3.013547 0.1 0.0 0.0 -0.01
N -0.249564 -1.498101 1.639103 0.0 0.0 -0.1 0.88
C 0.432219 -2.780959 1.466689 -0.1 0.0 0.0 -0.33
N -0.108327 -3.799259 2.395132 0.0 0.0 0.0 0.07
C 0.066920 -3.304019 3.758740 0.0 0.0 0.0 -0.67
N -0.602783 -2.019782 3.989810 0.0 0.0 0.0 0.11
C -2.025532 -2.198424 3.696828 0.0 0.0 0.0 -0.74
N -2.273048 -2.658131 2.328558 0.0 0.0 0.0 0.01
C -1.678476 -1.660818 1.414796 0.0 0.0 0.0 -0.13
C -1.543600 -3.920279 2.140534 0.0 0.0 0.0 -0.73
H -0.550827 -0.086330 3.151753 0.0 0.0 0.0 0.00
H 1.007376 -0.935101 3.192210 0.0 0.0 0.0 -0.46
H 1.500825 -2.641672 1.634206 0.0 0.0 0.0 0.16
H 0.314237 -3.124762 0.440543 0.0 0.0 0.0 -0.14
H 1.135199 -3.181735 3.951788 0.0 0.0 0.0 0.35
H -0.337892 -4.041616 4.460676 0.0 0.0 0.0 0.35
H -2.535508 -1.242857 3.842846 0.0 0.0 0.0 0.38
H -2.441259 -2.932391 4.395811 0.0 0.0 0.0 0.37
H -2.169287 -0.696702 1.572236 0.0 0.0 0.0 0.20
H -1.847183 -1.969363 0.386824 0.0 0.0 -0.1 -0.50
H -1.684748 -4.258607 1.111885 0.0 0.0 0.0 0.29
H -1.964611 -4.669554 2.819950 0.0 0.0 0.0 0.35
```
Positions in Å, forces in eV/Å.

Calculated values
HOMO-LUMO gap = 4.3 eV
HOMO = 0.010 Ha
charge = -2
relative energy (zero: lowest compared OMol25 entry of this formula, charge and spin) = 62.3 kJ/mol
LUMO level = 0.168 Eh

***

No. 3
Here is the molecule C3H4N6 from OMol25. Energies are from ωB97M-V/def2-TZVPD.

Structure (XYZ):
```
13
Properties=species:S:1:pos:R:3:forces:R:3:mulliken_charge:R:1
C 0.513430 -0.443278 -0.097333 -2.8 2.7 -1.9 0.39
C -1.779320 -1.222607 -0.187610 3.1 -0.1 0.2 0.13
C -0.961417 1.219947 -0.445698 2.5 -0.9 1.0 -0.12
H 2.552999 0.975141 0.810132 -0.5 -1.7 -2.0 0.22
H 3.571826 -0.188596 0.700238 -0.2 -2.1 0.0 0.26
H -2.556920 -1.856346 -0.509697 -0.4 -1.1 -0.9 0.42
H -1.157586 2.135456 -0.842415 -1.2 2.5 -1.1 0.47
N 2.700558 0.038442 0.254944 0.2 5.5 1.6 -0.57
N 1.647855 -0.752648 0.197738 2.8 -4.7 1.6 -0.07
N -0.546533 -1.301727 -0.550444 -1.1 -1.3 0.8 -0.35
N -2.301853 -0.312211 0.735959 -0.7 -1.5 0.4 -0.27
N -1.976084 0.828712 0.522087 1.5 2.8 -0.3 -0.10
N 0.293042 0.879718 -0.587896 -3.4 -0.1 0.8 -0.42
```
Positions in Å, forces in eV/Å.

Calculated values
HOMO-LUMO gap = 7.8 eV
SMILES string = NN=c1ncnncn1
HOMO = -0.318 Ha
relative energy (zero: lowest compared OMol25 entry of this formula, charge and spin) = 373.8 kJ/mol
LUMO level = -0.031 Eh

***

No. 4
Here is the molecule C4H4FN from OMol25. Energies are from ωB97M-V/def2-TZVPD.

Structure (XYZ):
```
10
Properties=species:S:1:pos:R:3:forces:R:3:mulliken_charge:R:1
C 1.391916 -0.773466 -0.155860 1.3 -1.1 0.5 0.29
C -1.132611 0.365761 -1.007265 -0.1 1.9 0.9 -0.75
C -0.659244 0.636241 0.171077 2.6 -1.1 2.7 0.36
C 0.527952 -0.443140 0.953540 -3.0 4.2 -0.3 -0.45
N 2.130284 -1.196799 -0.936600 -0.7 0.6 0.3 -0.38
F -0.823504 1.813158 0.840717 0.0 -1.2 -0.5 -0.26
H -1.566912 1.094605 -1.619136 -1.1 0.9 -0.5 0.31
H -0.749529 -0.444729 -1.474685 0.7 -2.7 -1.3 0.34
H -0.009281 -1.258906 1.410254 0.0 -0.5 -0.3 0.28
H 0.890927 0.207274 1.817957 0.3 -0.9 -1.5 0.26
```
Positions in Å, forces in eV/Å.

Calculated values
HOMO-LUMO gap = 11.4 eV
SMILES string = C=C(F)CC#N
HOMO = -0.389 Ha
relative energy (zero: lowest compared OMol25 entry of this formula, charge and spin) = 166.3 kJ/mol
LUMO level = 0.029 Eh